No. 1
{
  "formula": "C3H7N5",
  "method": "ωB97M-V with the def2-TZVPD basis set",
  "elements": ["C", "C", "C", "H", "H", "H", "H", "H", "H", "H", "N", "N", "N", "N", "N"],
  "coordinates": [[0.44267, -0.38644, 0.54792], [0.77537, 0.98619, -0.01641], [-0.94266, -0.63954, 0.04864], [1.19960, -2.37693, -0.37290], [1.91802, -1.72095, 1.64968], [0.14097, -0.26821, 1.53610], [2.41712, 0.65194, 0.12713], [-0.38064, 1.83733, -1.48882], [-2.50854, 0.74618, 0.30649], [-1.43524, -2.48675, 0.40679], [1.49030, -1.33885, 0.41223], [1.91485, 1.58192, -0.30992], [-0.55233, 1.53027, -0.45181], [-1.62142, 0.43186, -0.40917], [-1.66049, -1.65433, -0.04783]],
  "forces_ev_per_angstrom": [[-0.1, 0.3, -0.9], [-1.2, 2.4, -2.5], [-0.9, -2.3, -0.8], [0.9, 4.2, 3.7], [-2.0, 1.0, -5.3], [0.2, 0.5, 2.4], [0.4, 2.9, -1.4], [-0.9, -0.7, 2.6], [3.5, -1.0, -2.6], [1.2, -1.6, 0.7], [1.5, -5.3, 1.6], [-2.1, -5.4, 2.8], [0.9, 0.1, -1.7], [-0.3, 5.9, 1.5], [-1.2, -0.9, 0.0]],
  "nbo_charge": [-0.2619, 0.3799, 0.4122, 0.4195, 0.3947, 0.2401, 0.3616, 0.3875, 0.4016, 0.3419, -0.8633, -0.6020, -0.5108, -0.4345, -0.6665],
  "mol_weight_g_mol": 113.12,
  "e_above_lowest_kj_mol": 603.93,
  "homo_ev": -9.15,
  "lumo_energy_ev": -0.15,
  "fmax_ev_per_a": 6.45,
  "total_energy_ha": -392.0690,
  "homo_lumo_gap_ev": 9.00,
  "multiplicity": 1
}

***

No. 2
{
  "formula": "C3H7N5",
  "method": "ωB97M-V with the def2-TZVPD basis set",
  "elements": ["H", "N", "C", "N", "C", "N", "N", "C", "N", "H", "H", "H", "H", "H", "H"],
  "coordinates": [[-2.07689, -1.20207, -1.29120], [-2.33507, -1.49768, -0.35351], [-2.08801, -0.57773, 0.49446], [-1.59023, 0.68588, 0.23377], [-0.31437, 0.77724, -0.01096], [0.29017, 2.03292, -0.08389], [0.58904, -0.29415, -0.14341], [1.95588, -0.25465, 0.12736], [2.75740, -1.25077, 0.16650], [2.25682, -2.13136, -0.07857], [-2.43211, -0.73064, 1.54168], [0.88943, 2.16420, -0.86820], [-0.41717, 2.77330, 0.04977], [0.16647, -1.22515, -0.20673], [2.34863, 0.73067, 0.42293]],
  "forces_ev_per_angstrom": [[0.1, 0.1, -0.2], [0.1, 0.1, 0.6], [-1.2, -0.6, 0.2], [2.2, 0.1, -0.3], [-0.3, 0.3, 0.3], [-1.5, -0.1, 0.7], [-0.8, -0.1, -0.1], [0.8, -0.2, 0.7], [-1.2, 0.1, -0.4], [0.4, 0.6, 0.2], [0.4, 0.0, -0.6], [0.4, 0.2, -0.5], [0.7, -0.6, -0.3], [0.2, 0.5, 0.0], [-0.3, -0.4, -0.3]],
  "nbo_charge": [0.3262, -0.6644, 0.2599, -0.5715, 0.6118, -0.8211, -0.6603, 0.2726, -0.6458, 0.3227, 0.1680, 0.3878, 0.4082, 0.4194, 0.1866],
  "mol_weight_g_mol": 113.12,
  "e_above_lowest_kj_mol": 40.87,
  "homo_ev": -9.62,
  "lumo_energy_ev": 0.70,
  "fmax_ev_per_a": 2.22,
  "total_energy_ha": -392.2835,
  "homo_lumo_gap_ev": 10.32,
  "multiplicity": 1
}

***

No. 3
{
  "formula": "C3H7N5O",
  "method": "ωB97M-V with the def2-TZVPD basis set",
  "elements": ["C", "N", "N", "N", "C", "N", "N", "C", "O", "H", "H", "H", "H", "H", "H", "H"],
  "coordinates": [[2.73901, -0.41977, 0.38432], [1.83917, -0.16481, -0.70546], [0.61582, 0.20673, -0.39782], [0.21954, 1.44221, -0.16390], [-1.07558, 1.54884, 0.04811], [-1.73393, 0.32425, 0.03824], [-3.10725, -0.00258, 0.36390], [-0.89140, -0.65631, -0.24347], [-1.03207, -1.81724, -0.40404], [2.73106, 0.41742, 1.12262], [2.62694, -1.38263, 1.01296], [3.74558, -0.50377, 0.08781], [1.77433, -0.84850, -1.41731], [-1.65448, 2.44159, 0.34681], [-3.09238, -1.05512, 0.30039], [-3.70435, 0.46967, -0.37315]],
  "forces_ev_per_angstrom": [[-0.3, -1.0, 2.8], [1.5, 0.2, 0.0], [-7.9, -1.1, 1.4], [-0.9, 2.1, 0.0], [1.1, 0.4, 0.6], [-0.1, -0.2, -0.2], [0.6, 0.4, -0.9], [4.3, 1.2, -0.4], [-0.4, -1.7, -0.2], [-0.3, -0.5, -0.8], [-0.6, 1.1, -1.0], [1.2, 0.2, -1.0], [0.4, -0.7, -0.7], [0.9, -0.6, -0.4], [-0.5, 1.5, -0.2], [0.9, -1.3, 0.9]],
  "nbo_charge": [-0.4258, -0.4248, -0.1418, -0.2246, 0.0852, -0.3036, -0.6266, 0.7275, -0.6117, 0.2132, 0.1721, 0.2063, 0.3742, 0.2145, 0.3956, 0.3703],
  "mol_weight_g_mol": 129.12,
  "e_above_lowest_kj_mol": 387.99,
  "homo_ev": -7.84,
  "lumo_energy_ev": 0.79,
  "fmax_ev_per_a": 8.12,
  "total_energy_ha": -467.4009,
  "homo_lumo_gap_ev": 8.64,
  "multiplicity": 1
}